132
Properties=species:S:1:pos:R:3 method="wB97M-V/def2-TZVPD" e_homo_ev="-8.16 / -8.10" total_energy_ev=-179112.95323 orbital_gap_ha="0.3030 / 0.2700" lumo_ev="0.08 / -0.75" spin_multiplicity=2
Cu 0.27304 0.42105 -0.38321
C 1.30107 -3.39197 1.09026
C 1.06519 -1.95744 0.63681
O 0.77284 -1.02060 1.41349
O 1.07840 -1.73050 -0.60872
H 0.89166 -3.49486 2.09520
H 2.33891 -3.72077 1.03676
H 0.69221 -4.12707 0.56394
C 3.17164 2.29764 -0.49265
O 3.31921 1.59298 0.76365
O 1.93211 1.86063 -0.89452
C 3.57178 3.81868 -0.32881
F 4.84899 3.93019 -0.01684
F 3.37501 4.53906 -1.43354
F 2.86883 4.46687 0.61293
C 4.54025 1.11046 1.26201
C 4.23035 0.31926 2.43238
H 3.68548 0.93450 3.14841
H 3.71418 -0.58657 2.11435
H 5.00095 -0.02127 3.12398
H 5.37370 1.77687 1.48413
H 4.95168 0.46052 0.48973
H 3.96981 1.83044 -1.06950
C -3.37327 -1.86697 -1.70391
C -2.01271 -1.09969 -1.61907
C -1.55051 -0.35693 -2.92104
O -0.18453 -0.09652 -2.66650
C 0.42218 0.59631 -3.73542
N -1.90100 -0.29691 -0.37906
H -3.37360 -2.61772 -2.49415
H -4.12051 -1.13105 -2.00084
H -3.54645 -2.31436 -0.72516
H -1.29991 -1.89224 -1.39133
H -2.15950 0.51271 -3.16792
H -1.62832 -0.95192 -3.83100
H 0.30194 -0.09892 -4.56626
H 1.48958 0.63314 -3.51766
H 0.06714 1.59487 -3.99020
H -2.13245 -0.96621 0.34106
H -2.61625 0.41380 -0.32069
C 3.92672 -0.89323 -2.08063
C 4.78370 -2.08947 -2.51362
C 6.16460 -2.02182 -1.84845
O 6.74765 -0.72840 -2.13604
C 8.01236 -0.50318 -1.57874
N 4.01853 -3.23951 -2.25356
H 2.99450 -0.69316 -2.60889
H 4.50676 0.02510 -2.17194
H 3.75157 -1.03173 -1.01375
H 4.95017 -2.05724 -3.59036
H 6.78351 -2.85060 -2.19220
H 6.01595 -2.14062 -0.77519
H 8.79869 -1.04537 -2.10392
H 8.05241 -0.68799 -0.50527
H 8.13652 0.57786 -1.64211
H 3.58052 -3.09181 -1.35555
H 3.26161 -3.16573 -2.91819
C 0.91374 -4.51148 -4.90389
C 0.49900 -3.67369 -3.66605
C -0.85030 -4.20220 -3.14643
S -0.79276 -6.10008 -3.41324
O -1.96233 -6.45473 -4.20544
O -0.48200 -6.77814 -2.16586
C 0.73982 -6.00285 -4.50057
H 1.96288 -4.26523 -5.06748
H 0.41341 -4.23936 -5.83326
H 0.43311 -2.62235 -3.94614
H 1.20289 -3.64143 -2.83443
H -1.70237 -3.91682 -3.76338
H -0.99123 -4.04989 -2.07637
H 0.69119 -6.58236 -5.42246
H 1.63961 -6.19061 -3.91471
C 1.00912 4.15106 4.09626
C 1.78552 2.82170 4.35367
C 0.78146 1.67162 4.02272
S -0.49941 2.29783 2.76875
O -1.81299 2.35632 3.32331
O -0.28002 1.54982 1.51012
C 0.24065 4.00055 2.69608
H 1.80741 4.89213 4.13678
H 0.32892 4.31606 4.93185
H 2.01977 2.74361 5.41533
H 2.65017 2.70537 3.70024
H 0.16028 1.40749 4.87857
H 1.18669 0.78225 3.54014
H -0.40361 4.77248 2.27518
H 1.10957 3.82556 2.06170
C -2.25693 -2.10932 5.45979
C -3.30618 -3.27851 5.24971
C -4.04381 -2.95952 3.95879
S -2.62360 -2.56106 2.86793
O -2.91279 -1.58148 1.84089
O -1.94806 -3.81967 2.54653
C -1.63598 -1.73100 4.11362
H -1.48974 -2.27135 6.21695
H -2.79357 -1.24628 5.85384
H -4.01270 -3.28391 6.07972
H -2.80497 -4.24606 5.22254
H -4.69611 -2.08711 3.92007
H -4.61233 -3.75393 3.47525
H -1.81135 -0.65819 4.03363
H -0.56774 -1.86624 3.94428
C 0.04711 5.53394 -1.59940
C -1.40590 5.88259 -1.03053
C -2.15120 4.60493 -0.67954
S -1.45376 3.32522 -1.84936
O -2.47108 3.06718 -2.86449
O -0.88590 2.22827 -1.02669
C -0.16640 4.31965 -2.60319
H 0.76339 5.21794 -0.84098
H 0.59164 6.40118 -1.97289
H -2.02747 6.35614 -1.79046
H -1.18440 6.64348 -0.28214
H -3.23488 4.63010 -0.79400
H -1.89698 4.30728 0.33775
H -0.60318 4.70539 -3.52434
H 0.71590 3.73410 -2.86159
C -7.18935 1.18649 1.17484
C -6.13889 0.29605 1.89044
C -4.95958 1.25312 2.26927
S -4.80374 2.45541 0.87992
O -3.70443 2.03971 0.02451
O -4.88415 3.83560 1.37884
C -6.42325 2.04771 0.15218
H -7.80778 1.79674 1.83305
H -7.93519 0.56573 0.67835
H -5.75715 -0.43170 1.17436
H -6.67990 -0.29199 2.63181
H -3.99959 0.73860 2.31172
H -5.19138 1.78235 3.19355
H -6.32047 1.47588 -0.77007
H -6.95926 2.95134 -0.13809

110
Properties=species:S:1:pos:R:3 method="wB97M-V/def2-TZVPD" total_charge=+1 e_homo_ev="-9.32 / -10.60" total_energy_ev=-54309.71351 orbital_gap_ha="0.2061 / 0.2534" lumo_ev="-3.71 / -3.71" spin_multiplicity=3
C -2.42558 -1.80679 -3.92987
C -2.26153 -2.90552 -2.86201
C -0.84112 -3.49567 -2.74715
C -0.05571 -3.05100 -1.50495
C 0.83592 -1.82691 -1.73643
C 1.87856 -1.59433 -0.62914
C 1.65685 -0.30302 0.15848
C 2.84712 0.11712 1.02113
C 2.82518 1.59033 1.42633
C 1.49679 1.96487 2.08396
C 1.51327 3.09152 3.11361
C 0.10652 3.37148 3.65219
C -0.46428 2.25130 4.53544
C -1.34062 1.27156 3.76001
C -2.02208 0.22641 4.62950
C -2.78786 -0.76550 3.76491
S -1.58450 -1.95064 3.02791
H -2.81518 -0.88131 -3.50420
H -3.11840 -2.09799 -4.71843
H -1.47670 -1.56759 -4.41155
H -2.96134 -3.71567 -3.07334
H -2.55888 -2.50104 -1.88921
H -0.88070 -4.58518 -2.78871
H -0.27457 -3.18763 -3.62933
H -0.78588 -2.78877 -0.72531
H 0.54409 -3.87509 -1.10917
H 1.32762 -1.92152 -2.70672
H 0.19702 -0.94108 -1.81371
H 2.88895 -1.59513 -1.04261
H 1.82133 -2.43611 0.06995
H 0.77592 -0.44453 0.79890
H 1.40536 0.50580 -0.53484
H 3.77697 -0.11376 0.49350
H 2.85796 -0.48298 1.94080
H 2.96952 2.20144 0.52988
H 3.67874 1.78436 2.08111
H 0.77194 2.22379 1.30582
H 1.11870 1.06627 2.58444
H 2.16577 2.80716 3.94289
H 1.89264 4.00889 2.65703
H 0.11998 4.30784 4.21067
H -0.57071 3.52254 2.80375
H 0.35921 1.71560 5.02101
H -1.07166 2.67892 5.33734
H -2.10053 1.82962 3.20260
H -0.73717 0.74800 3.00718
H -1.26831 -0.29966 5.22310
H -2.72979 0.67243 5.33052
H -3.50677 -1.37856 4.30681
H -3.29442 -0.28880 2.92721
H -2.39160 -3.00505 2.80490
H -1.58364 -1.56416 1.73728
C -7.78364 0.43776 -8.67433
C -6.58450 -0.42554 -8.23905
C -6.90070 -1.92816 -8.28971
C -7.83810 -2.39796 -7.18404
C -7.27237 -2.03461 -5.81430
C -6.98919 -0.53475 -5.66853
N -6.13590 -0.10624 -6.83784
O -4.88178 -0.28280 -6.64626
C -8.30440 0.24167 -5.55963
C -6.18859 -0.26121 -4.40132
C -5.43140 -0.12795 -9.19105
H -8.49958 -0.15498 -9.24509
H -8.31371 0.89812 -7.85148
H -7.44126 1.25025 -9.31507
H -5.95729 -2.47650 -8.20690
H -7.31602 -2.15388 -9.27453
H -8.83628 -1.97162 -7.31881
H -7.95730 -3.48092 -7.24940
H -7.95995 -2.33065 -5.01719
H -6.33866 -2.58386 -5.65728
H -8.13421 1.31494 -5.65294
H -8.72854 0.05238 -4.57276
H -9.05021 -0.06017 -6.29007
H -5.27783 -0.85136 -4.36865
H -6.79902 -0.51331 -3.53146
H -5.91239 0.79200 -4.33602
H -5.10803 0.90823 -9.09216
H -5.78943 -0.28323 -10.21106
H -4.57638 -0.77352 -9.01425
C 8.98876 1.37639 4.13846
C 8.38331 1.70668 5.51565
C 8.42908 0.50496 6.47165
C 7.43865 -0.59885 6.11974
C 6.01944 -0.04193 6.05978
C 5.88884 1.12775 5.07996
N 6.94731 2.14542 5.40861
O 6.58908 2.97481 6.31562
C 5.96063 0.62740 3.63372
C 4.53534 1.81527 5.22780
C 9.18960 2.85290 6.11557
H 9.62806 0.49479 4.19876
H 8.25163 1.20080 3.36588
H 9.60368 2.20829 3.79559
H 8.21135 0.86446 7.48176
H 9.45128 0.12032 6.48289
H 7.71140 -1.07210 5.17173
H 7.48756 -1.38188 6.87838
H 5.30748 -0.81807 5.76367
H 5.72810 0.30280 7.05654
H 6.06161 1.46581 2.94234
H 5.02510 0.11436 3.40196
H 6.76120 -0.08214 3.43831
H 4.34501 2.15207 6.24272
H 3.74734 1.11352 4.94005
H 4.48376 2.68289 4.56782
H 9.08116 3.75591 5.51497
H 10.24169 2.56020 6.11421
H 8.88681 3.07876 7.13352

118
Properties=species:S:1:pos:R:3 method="wB97M-V/def2-TZVPD" e_homo_ev=-8.97 total_energy_ev=-61351.39548 orbital_gap_ha=0.3435 lumo_ev=0.38 smiles="C1CCOC1.C1CCOC1.C1CCOC1.C1CCOC1.C1CCOC1.C1CCOC1.C1CCOC1.CC(N)=O.CC(N)=O.CC(N)=O"
C -5.34435 2.19268 -0.98338
C -5.30627 0.73189 -0.70707
C -4.56236 0.63826 0.57709
O -4.68570 1.96088 1.14535
C -5.67903 2.71202 0.42480
H -6.01267 2.50564 -1.77805
H -4.33911 2.53979 -1.15330
H -4.90897 0.04636 -1.46557
H -6.29628 0.42183 -0.47699
H -3.52034 0.35897 0.73860
H -5.13216 0.03326 1.34903
H -5.41112 3.78276 0.56498
H -6.65259 2.46822 0.73821
C -2.35027 0.21173 5.89979
C -2.08899 -0.17267 4.44370
C -2.63209 1.03708 3.69461
O -2.27390 2.16512 4.47500
C -1.95796 1.68746 5.81734
H -1.73455 -0.36871 6.66732
H -3.41127 0.07005 6.08230
H -2.63770 -1.13732 4.22729
H -1.06148 -0.33757 4.17894
H -3.71406 1.14808 3.56417
H -2.15760 1.06752 2.68017
H -2.51844 2.39323 6.46279
H -0.93323 1.79757 6.07978
C 0.98560 0.86059 -7.33397
C 0.38453 1.14253 -5.94835
C 1.54955 1.19244 -4.98575
O 2.55677 0.26236 -5.60576
C 2.49380 0.70222 -7.00339
H 0.79674 1.70847 -8.05232
H 0.40165 -0.04241 -7.72949
H -0.28918 0.41431 -5.61630
H -0.29453 1.99583 -5.99200
H 1.40179 0.87786 -3.95854
H 2.00763 2.20585 -4.94789
H 3.01171 -0.05585 -7.54771
H 3.07910 1.60874 -7.14713
C 5.36089 2.63834 -0.01996
C 4.74721 3.61499 0.95473
C 3.67040 2.74115 1.67073
O 3.30175 1.68309 0.74044
C 4.18877 1.77609 -0.40314
H 6.17639 1.99143 0.31825
H 5.90492 3.12084 -0.82981
H 4.12961 4.29602 0.40646
H 5.45000 4.21742 1.58638
H 2.86954 3.42224 1.87860
H 4.07155 2.30638 2.60231
H 3.74622 2.40606 -1.13000
H 4.40183 0.80035 -0.81895
C 3.21569 -3.30646 -1.65474
C 2.23685 -2.20874 -2.12464
C 3.15780 -1.04859 -2.45649
O 4.44415 -1.34049 -1.83549
C 4.58794 -2.71854 -2.01971
H 2.96936 -4.25250 -2.14216
H 3.09303 -3.33756 -0.60388
H 1.56911 -1.99704 -1.29148
H 1.64966 -2.44259 -3.01306
H 2.86675 -0.06180 -2.04874
H 3.02195 -0.92411 -3.54872
H 5.32149 -3.09723 -1.31402
H 4.93418 -2.95154 -3.01395
C -0.91721 4.25401 1.48283
C -0.66386 3.24012 0.31573
C -1.78403 3.50914 -0.66651
O -2.65336 4.52359 -0.05677
C -2.43829 4.39956 1.34263
H -0.46567 5.22239 1.22940
H -0.56222 4.01795 2.50644
H -0.75050 2.25434 0.73521
H 0.30203 3.26596 -0.18299
H -2.41456 2.63897 -0.83852
H -1.42037 3.92627 -1.61261
H -2.95002 3.49518 1.73483
H -2.82200 5.31735 1.79120
C -0.08537 -5.13878 1.51834
C 0.40451 -4.71072 2.87456
C -0.09047 -3.27840 2.98685
O -0.02001 -2.79362 1.58882
C 0.10315 -3.91886 0.64914
H -1.10705 -5.46207 1.46569
H 0.55659 -5.92187 1.04348
H 1.54816 -4.63684 2.88366
H 0.00045 -5.25822 3.70943
H 0.58918 -2.67664 3.54332
H -1.11185 -3.25111 3.31062
H 1.13566 -3.91481 0.16207
H -0.60146 -3.71600 -0.14957
C 5.36533 -1.13375 1.51727
C 4.20832 -2.02149 1.83515
N 3.00294 -1.30768 1.76292
O 4.34343 -3.18111 2.17571
H 5.34691 -0.85424 0.41747
H 6.19650 -1.72177 1.80256
H 5.36468 -0.25887 2.14042
H 2.13423 -1.78033 2.01987
H 2.94866 -0.30442 1.59614
C -3.89019 -3.24695 0.72034
C -4.00009 -3.14771 -0.78848
N -5.04262 -3.82330 -1.36262
O -3.20003 -2.49177 -1.43109
H -2.91572 -2.82729 0.97946
H -3.74749 -4.27420 1.06050
H -4.72037 -2.76349 1.25175
H -5.07413 -3.97037 -2.38589
H -5.71838 -4.28765 -0.82509
C -1.18805 -0.18893 -1.55870
C -0.00863 0.36865 -0.84222
N 0.12956 -0.01598 0.48873
O 0.74100 1.18642 -1.39547
H -1.35256 -1.19131 -1.38515
H -1.02919 -0.13426 -2.65143
H -2.12900 0.34457 -1.54297
H 0.86111 0.39774 1.00351
H -0.25731 -0.91176 0.76283

117
Properties=species:S:1:pos:R:3 method="wB97M-V/def2-TZVPD" total_charge=-1 e_homo_ev=-5.03 total_energy_ev=-71939.01395 orbital_gap_ha=0.2598 lumo_ev=2.04
C -1.73491 -4.00937 -0.53799
C -0.35545 -4.24598 0.05980
O -0.05861 -5.25373 0.66630
O 0.55285 -3.21356 -0.13889
C 0.29176 -2.18950 0.82345
C 1.09817 -0.92960 0.57270
C 0.71082 -0.17622 -0.72638
C 1.83843 -0.27095 -1.78055
C 1.38233 0.12594 -3.20174
C 1.28150 -1.02031 -4.21593
C 0.41743 -2.21637 -3.78855
C -1.06404 -1.79788 -3.60902
B -2.16445 -2.86526 -4.22447
S -1.74947 -4.71975 -3.84723
C -3.60182 -2.50088 -3.51877
C -3.94565 -1.16819 -3.37159
C -5.10467 -0.76558 -2.75835
C -5.95860 -1.72706 -2.26539
C -5.66891 -3.04957 -2.42415
C -4.50031 -3.43835 -3.04216
P -2.25308 -2.69764 -6.15258
O -2.35819 -1.29064 -6.57962
O -3.44216 -3.60828 -6.81102
O -0.84295 -3.31125 -6.74275
H -2.09099 -4.89170 -1.06402
H -1.67881 -3.20139 -1.27112
H -2.43175 -3.68409 0.23849
H 0.58850 -2.58205 1.80921
H -0.77871 -1.95186 0.89851
H 2.15385 -1.21652 0.55530
H 0.88601 -0.25509 1.40940
H -0.22617 -0.60799 -1.09418
H 0.51175 0.88321 -0.53406
H 2.57619 0.47722 -1.45896
H 2.31446 -1.25303 -1.71750
H 0.45157 0.69868 -3.13232
H 2.13148 0.82213 -3.59984
H 0.81546 -0.60175 -5.11837
H 2.28573 -1.35973 -4.50141
H 0.77332 -2.51177 -2.78858
H 0.54093 -3.07664 -4.44525
H -1.32602 -1.71427 -2.55040
H -1.25211 -0.85470 -4.13168
H -0.49970 -4.79543 -3.35349
H -3.30818 -0.37207 -3.73950
H -5.34625 0.28303 -2.62432
H -6.85794 -1.38931 -1.75501
H -6.34463 -3.80537 -2.03147
H -4.30696 -4.50145 -3.14091
H -3.48763 -4.46044 -6.35694
H -0.80323 -4.25703 -6.54525
C 3.87008 1.91974 1.19764
C 4.44130 3.31412 0.99595
N 4.02891 3.93825 -0.24599
C 4.77011 5.15078 -0.54835
C 4.61498 6.34862 0.39686
C 2.59444 4.00665 -0.47494
C 1.73606 4.74680 0.55939
H 4.13306 1.26312 0.36702
H 4.27536 1.48280 2.11310
H 2.78378 1.93317 1.29987
H 5.53183 3.22108 0.98812
H 4.18659 3.93055 1.87338
H 4.52658 5.46823 -1.56613
H 5.83247 4.88489 -0.58586
H 3.66490 6.86015 0.24633
H 5.40249 7.07856 0.19560
H 4.69564 6.06335 1.44607
H 2.21589 2.98420 -0.55956
H 2.41653 4.44149 -1.46153
H 2.02530 4.51267 1.58518
H 0.69014 4.45442 0.44277
H 1.77818 5.82716 0.42653
C 10.77761 3.03781 4.15336
C 9.41307 2.49530 4.55250
N 8.36801 2.78628 3.58963
C 7.03361 2.49252 4.08807
C 6.68795 1.03167 4.39984
C 8.62982 2.36683 2.22235
C 8.89716 0.87809 1.96533
H 10.73762 4.11513 3.98518
H 11.49587 2.84743 4.95259
H 11.16280 2.55867 3.25228
H 9.13935 2.96232 5.50295
H 9.50771 1.41639 4.75117
H 6.29744 2.88878 3.38253
H 6.88586 3.07794 5.00223
H 6.50550 0.45790 3.49185
H 5.76896 0.99039 4.98872
H 7.46742 0.53365 4.97694
H 9.48861 2.93373 1.85289
H 7.80000 2.69253 1.59002
H 9.55886 0.43855 2.71326
H 9.37978 0.75515 0.99324
H 7.97627 0.29796 1.93503
C -7.26759 -0.16413 2.04860
C -8.78870 -0.20566 2.03295
N -9.34509 -1.21619 1.15137
C -10.77742 -1.07267 0.95570
C -11.69754 -1.26345 2.16836
C -8.87915 -2.57743 1.36666
C -9.10261 -3.19416 2.75443
H -6.86549 -0.01077 1.04627
H -6.93061 0.66238 2.67658
H -6.83599 -1.07797 2.45930
H -9.13660 0.77311 1.69010
H -9.14782 -0.31984 3.06825
H -11.09430 -1.75275 0.16008
H -10.95395 -0.06979 0.55182
H -11.81192 -2.31580 2.42594
H -12.69544 -0.88510 1.93424
H -11.34303 -0.72538 3.04780
H -7.80870 -2.61308 1.14946
H -9.32522 -3.23077 0.61272
H -8.87715 -2.49591 3.56186
H -8.44646 -4.05836 2.88048
H -10.12329 -3.55269 2.88214